No. 1
# C32H47ClCoN4O8P2S

A structure of composition C32H47ClCoN4O8P2S at a distorted geometry (ωB97M-V/def2-TZVPD, the Open Molecules 2025 dataset).

```
96
Properties=species:S:1:pos:R:3:forces:R:3:lowdin_charge:R:1
Co 11.280 9.720 11.672 0.65 0.75 0.16 0.46
C 15.644 14.038 13.098 0.46 -0.53 0.19 -0.04
C 14.170 13.877 12.879 -0.83 -0.66 0.74 -0.38
C 13.293 15.108 12.742 1.01 0.21 -0.42 -0.03
O 13.651 13.036 14.036 0.54 0.31 -0.51 -0.19
P 12.731 11.756 13.860 -0.30 1.14 0.64 0.41
O 12.709 11.199 12.513 -0.06 -0.63 -1.60 -0.28
C 11.107 12.348 14.380 0.67 1.01 -1.47 -0.20
P 9.847 11.113 14.255 -0.01 -0.36 0.17 0.48
O 9.771 10.436 12.935 0.50 -0.47 0.44 -0.30
O 10.231 10.332 15.568 -0.16 -0.18 -0.56 -0.19
C 9.729 9.134 16.230 -0.80 0.42 0.59 -0.38
C 8.512 8.509 15.521 1.22 -0.58 0.71 -0.04
C 10.924 8.173 16.495 -0.82 1.42 1.19 -0.04
O 8.446 11.774 14.516 -0.28 0.19 0.86 -0.17
C 7.686 12.327 13.416 -1.28 0.10 -0.71 -0.40
C 6.181 11.994 13.690 0.99 -0.40 -0.89 -0.03
C 7.987 13.825 13.329 -0.59 -0.73 1.47 -0.02
O 13.162 10.676 14.866 0.91 -0.25 1.99 -0.18
C 13.971 10.619 16.127 -1.32 -0.04 -0.74 -0.38
C 14.100 11.907 16.917 1.74 -0.13 -0.35 -0.04
C 15.252 9.998 15.720 2.63 0.06 0.58 -0.05
H 16.146 14.614 12.306 -0.34 0.15 0.54 0.10
H 16.079 13.048 13.063 0.13 -0.45 -0.33 0.07
H 15.881 14.315 14.117 0.03 0.93 0.11 0.08
H 14.076 13.245 12.014 -0.48 -0.18 -0.51 0.10
H 13.371 15.795 13.602 0.22 -0.21 -0.41 0.09
H 12.265 14.797 12.635 -0.20 0.04 -0.23 0.04
H 13.637 15.590 11.784 -0.53 -0.10 0.97 0.11
H 10.948 13.152 13.600 -0.19 -0.80 0.98 0.06
H 11.180 12.758 15.376 -0.13 0.16 0.29 0.09
H 9.314 9.581 17.176 0.67 -0.68 -0.52 0.15
H 7.704 9.204 15.356 -0.04 0.30 -0.32 0.07
H 8.146 7.739 16.186 -0.26 -0.16 0.46 0.08
H 8.824 7.937 14.662 0.01 0.30 -0.77 0.08
H 11.222 7.647 15.601 0.16 -0.11 -0.16 0.01
H 10.617 7.516 17.321 0.02 -0.20 -0.46 0.08
H 11.758 8.772 16.933 -0.53 -0.44 -0.64 0.07
H 8.042 11.808 12.528 -0.22 0.08 -0.22 0.12
H 5.922 12.399 14.651 -0.32 0.20 0.46 0.07
H 6.013 10.908 13.683 0.28 0.22 0.24 0.08
H 5.498 12.366 12.912 0.47 0.29 0.23 0.08
H 7.747 14.232 14.334 -0.07 0.21 -0.71 0.10
H 7.515 14.349 12.517 -0.64 0.02 -0.17 0.09
H 9.023 13.956 13.166 1.19 0.13 -0.15 0.03
H 13.427 9.931 16.764 -0.28 -0.23 -0.20 0.11
H 14.643 12.668 16.337 -0.13 -0.22 0.23 0.08
H 14.736 11.611 17.782 -0.44 0.42 -0.39 0.10
H 13.196 12.347 17.283 -0.74 -0.04 0.11 0.07
H 15.914 10.680 15.171 -0.45 0.16 -0.23 0.09
H 15.214 9.082 15.154 -0.71 -0.21 -0.31 0.08
H 15.908 9.742 16.580 -0.68 0.15 0.02 0.10
C 15.714 13.781 6.751 -1.32 0.91 -0.52 -0.05
C 14.415 13.609 7.557 -0.56 0.50 -0.34 -0.24
C 13.268 14.418 7.380 1.16 -1.13 1.05 -0.03
C 12.194 14.246 8.221 -0.47 0.05 0.85 -0.06
C 12.179 13.266 9.214 -0.20 -1.60 1.27 -0.24
C 13.239 12.366 9.396 0.34 1.95 -1.74 -0.06
C 14.333 12.649 8.556 0.54 -1.50 0.03 -0.05
S 10.713 12.895 10.254 -0.86 0.28 -0.53 0.62
O 10.889 13.414 11.601 0.54 -0.62 -0.50 -0.35
O 9.615 13.515 9.549 -0.14 0.20 -0.22 -0.32
N 10.528 11.293 10.298 0.91 -0.16 -0.40 -0.14
C 10.199 10.627 9.104 -0.89 1.16 -0.14 -0.26
C 10.015 11.216 7.858 0.34 -1.04 0.61 -0.03
C 9.629 10.474 6.754 -0.52 -0.81 0.33 -0.07
C 9.362 9.137 6.855 0.22 0.69 -0.82 -0.06
C 9.449 8.501 8.094 -0.26 -0.61 -0.41 -0.17
C 9.088 7.143 8.299 0.69 0.24 0.68 0.01
C 9.199 6.644 9.576 -0.81 -1.25 -1.18 -0.05
C 9.766 7.415 10.582 -0.40 -0.09 1.16 -0.15
N 10.045 8.669 10.437 0.15 0.44 -1.32 0.04
C 9.852 9.253 9.190 0.75 -0.13 1.91 -0.15
H 16.388 14.393 7.335 0.26 0.35 0.01 0.07
H 15.571 14.247 5.736 -0.11 -0.20 1.13 0.09
H 16.222 12.867 6.560 0.25 -1.02 0.06 0.05
H 13.233 15.202 6.681 0.08 0.79 -0.96 0.10
H 11.365 14.932 8.165 -0.34 -0.08 -0.11 0.11
H 13.239 11.500 10.047 -0.12 0.29 0.17 0.08
H 15.150 11.938 8.576 0.29 -0.01 0.27 0.11
H 10.199 12.228 7.755 0.17 1.77 -0.27 0.07
H 9.379 10.907 5.810 0.37 0.65 -0.44 0.10
H 9.118 8.692 5.910 -0.38 -0.89 0.09 0.10
H 8.846 6.564 7.413 -0.38 -0.14 0.32 0.12
H 8.833 5.647 9.845 0.41 0.27 -0.31 0.11
H 9.960 6.988 11.570 0.02 0.11 -0.27 0.08
Cl 12.055 7.935 13.066 -0.18 0.08 0.02 0.04
N 14.194 7.387 9.183 0.23 -0.77 -0.92 0.06
C 13.723 8.160 8.131 1.78 -0.88 -0.68 -0.08
C 13.069 9.162 8.709 -1.80 0.64 0.67 -0.15
N 12.982 8.954 10.057 0.21 0.31 1.25 0.05
C 13.714 7.892 10.322 -0.72 0.81 -1.04 -0.20
H 14.627 6.481 9.075 0.09 0.28 0.12 0.15
H 14.091 8.007 7.127 -0.31 -0.08 0.07 0.11
H 12.459 9.948 8.317 0.22 0.28 -0.61 0.09
H 13.869 7.459 11.260 0.06 -0.46 1.23 0.05
```
Forces are in eV/Å.

The max |F| is 0.052 hartree/bohr. Its spin multiplicity is 4. Its lowest unoccupied orbital energy (spin up / spin down) is 0.4 / 0.4 eV. As for the energy relative to the best compared isomer or geometry (same formula, charge and spin): 0.0 kcal per mole. The value obtained for the HOMO-LUMO gap (spin up / spin down) is 7.748 / 7.720 eV. Its total energy is -135857.0016 eV. The expectation value of S² is 3.76.

No. 2
# C32H47ClF9NO5PS

A cluster of 2 separate species, C32H47ClF9NO5PS in total at a distorted geometry (ωB97M-V/def2-TZVPD, the Open Molecules 2025 dataset).

```
97
Properties=species:S:1:pos:R:3:forces:R:3:lowdin_charge:R:1
C 6.793 -4.064 1.028 -0.12 -0.31 -0.62 -0.13
C 7.823 -3.463 -0.091 -0.53 -0.32 0.48 -0.26
C 8.191 -1.920 0.159 -0.05 -0.58 -0.02 -0.22
C 6.935 -0.930 -0.163 0.78 -0.66 0.16 -0.21
C 7.373 0.218 -1.193 -0.45 0.73 0.39 -0.22
C 6.124 1.028 -1.817 0.19 -1.05 -0.50 -0.21
C 5.674 0.296 -3.175 -0.21 0.63 0.05 -0.22
C 4.558 1.147 -3.961 -0.58 -1.98 -0.28 -0.20
C 3.493 0.077 -4.598 0.22 1.67 -0.48 -0.20
C 2.111 0.882 -4.809 -0.76 -1.63 0.80 -0.19
C 0.962 0.183 -3.878 -0.13 -0.45 -0.40 -0.21
C 0.933 0.763 -2.380 0.87 1.01 0.25 -0.19
C -0.261 1.825 -2.101 0.24 -0.19 -1.11 -0.11
C -1.517 1.225 -1.312 -0.16 3.33 1.20 -0.24
C -1.235 0.838 0.236 0.82 -1.99 -0.33 -0.05
C -1.052 2.095 1.192 -1.97 2.07 0.72 -0.20
F -2.108 2.272 2.157 2.28 -1.06 -2.56 0.07
F -1.113 3.329 0.433 0.44 -2.67 1.30 0.06
C 0.296 2.184 2.050 0.18 1.15 2.55 -0.20
F -0.019 3.033 3.175 0.89 -1.87 -2.72 0.09
F 0.745 0.973 2.625 -1.09 2.21 -1.68 0.05
C 1.554 2.880 1.357 1.98 1.79 -0.59 -0.18
F 1.436 4.307 1.248 -0.40 -3.68 0.33 0.09
F 1.873 2.410 0.058 -1.22 0.52 2.51 0.08
C 2.931 2.674 2.215 2.37 1.28 -0.38 -0.31
F 3.857 3.598 1.621 -2.18 -2.35 1.46 0.08
F 2.814 3.063 3.557 0.14 -1.63 -3.30 0.13
F 3.508 1.398 2.020 -1.81 3.05 1.01 0.10
C -2.313 -0.282 0.755 -0.82 0.04 -1.28 -0.38
O -3.615 0.342 0.714 -0.09 -0.01 1.64 -0.08
C -4.489 0.017 1.779 -3.12 -0.83 3.42 -0.37
O -4.517 0.505 2.926 1.43 -1.31 -4.47 0.11
C -5.642 -1.062 1.438 -1.59 -1.24 -2.13 -0.08
C -6.416 -0.767 0.096 -0.84 -2.62 0.92 -0.04
C -7.533 -1.684 -0.457 2.42 -0.91 4.22 -0.05
C -7.862 -2.957 0.414 2.58 2.62 0.61 -0.04
C -7.098 -3.245 1.754 0.35 2.42 -2.22 -0.04
C -5.967 -2.297 2.304 -2.14 0.76 -3.68 0.00
P -1.800 -1.154 2.352 2.10 -2.68 3.58 0.45
O -1.713 -0.178 3.725 -0.72 -1.11 -2.38 -0.21
O -2.849 -2.464 2.771 0.70 2.69 -1.00 -0.24
S -0.066 -2.066 2.077 -0.70 0.82 -0.47 0.33
C -2.453 -1.531 -0.315 0.19 -0.49 -0.31 -0.12
C -1.706 -1.270 -1.701 -1.53 -2.39 0.63 -0.13
N -2.078 0.113 -2.149 1.14 -0.29 -1.26 -0.41
Cl -3.794 0.288 -2.484 0.33 -0.21 0.17 0.86
H 6.469 -3.274 1.786 0.48 -1.09 -1.02 0.07
H 7.271 -4.953 1.572 -0.66 1.44 -0.65 0.07
H 5.849 -4.491 0.513 1.44 0.79 0.88 0.07
H 8.744 -4.139 -0.066 -1.07 1.18 -0.12 0.10
H 7.342 -3.595 -1.124 0.76 0.32 1.40 0.10
H 8.536 -1.813 1.246 -0.50 -0.06 -1.50 0.11
H 9.097 -1.678 -0.498 -1.33 -0.12 0.85 0.10
H 6.560 -0.484 0.826 0.50 -0.44 -1.54 0.11
H 6.094 -1.611 -0.551 1.09 1.20 0.26 0.10
H 8.013 -0.201 -2.051 -0.97 0.51 1.34 0.11
H 8.010 0.987 -0.627 -0.69 -1.26 -0.73 0.12
H 5.234 0.975 -1.082 1.34 0.25 -1.10 0.11
H 6.369 2.121 -2.034 -0.23 -1.47 0.37 0.11
H 6.532 0.110 -3.917 -1.00 0.31 1.40 0.12
H 5.265 -0.741 -2.867 0.54 1.62 -0.63 0.11
H 4.957 1.735 -4.860 -0.33 -0.60 1.59 0.12
H 3.975 1.845 -3.259 1.01 -0.96 -0.94 0.09
H 3.837 -0.272 -5.638 -0.28 0.49 1.65 0.12
H 3.400 -0.865 -3.957 -0.09 1.48 -0.69 0.10
H 2.162 1.981 -4.465 0.11 -1.66 -0.88 0.12
H 1.799 0.766 -5.900 0.27 0.53 1.53 0.11
H 1.117 -0.962 -3.810 -0.08 1.81 -0.35 0.11
H -0.022 0.325 -4.465 1.02 -0.09 1.14 0.10
H 1.007 -0.053 -1.561 -0.24 1.25 -1.38 0.11
H 1.909 1.374 -2.258 -1.54 -1.12 -0.12 0.11
H 0.129 2.824 -1.670 -0.86 -1.93 -0.27 0.13
H -0.652 2.118 -3.155 0.41 -0.36 1.67 0.14
H -2.324 2.054 -1.314 1.30 -1.45 0.04 0.16
H -0.223 0.269 0.229 -1.51 0.92 0.22 0.13
H -6.135 0.158 -0.534 -0.42 -1.57 1.34 0.08
H -8.060 -1.442 -1.440 0.81 -0.45 1.71 0.10
H -8.666 -3.654 -0.013 1.40 0.98 1.07 0.10
H -7.409 -4.214 2.284 0.75 1.81 -0.69 0.10
H -5.391 -2.522 3.260 -0.98 0.38 -1.58 0.10
H -0.860 -0.294 4.207 -0.61 -0.27 -0.74 0.09
H -2.416 -3.312 2.527 0.06 0.87 0.12 0.06
H -3.576 -1.709 -0.531 1.80 0.62 0.54 0.13
H -2.066 -2.516 0.107 -0.29 1.46 -0.54 0.10
H -0.589 -1.496 -1.707 -1.40 1.05 0.13 0.15
H -2.178 -1.993 -2.473 0.82 1.21 1.21 0.16
H -1.654 0.216 -3.103 -0.23 0.15 0.81 0.12
C -8.016 1.328 5.177 -0.35 -0.09 0.14 -0.02
C -8.413 2.060 3.923 -0.84 0.07 -0.16 -0.50
O -9.582 2.219 3.627 0.64 -0.09 0.12 0.07
C -7.307 2.588 3.049 -0.20 0.19 -0.35 -0.02
H -8.914 1.005 5.707 0.11 0.07 -0.10 0.08
H -7.424 0.447 4.921 0.18 0.13 0.07 0.08
H -7.444 1.992 5.829 0.16 -0.14 -0.07 0.09
H -6.684 1.762 2.699 0.13 0.09 0.20 0.05
H -6.703 3.308 3.607 0.16 -0.18 -0.01 0.09
H -7.740 3.092 2.182 0.00 -0.05 0.14 0.08
```
Forces are in eV/Å.

The max |F| is 0.096 hartree/bohr. Its spin multiplicity is 1. Its lowest unoccupied orbital energy is -4.6 eV. The value obtained for the HOMO-LUMO gap is 6.300 eV. The total charge is +1. Its total energy is -102761.4963 eV.